Model a:
The following is a quantum chemistry calculation of 2 unconnected molecules or ions with the total composition C4H9P, from the OMol25 dataset.

Atoms and positions in Å:
C -0.54 0.04 -0.40
C -1.13 0.37 -1.49
C -2.55 -0.15 -1.88
C 2.77 -0.41 2.13
P 2.82 -0.64 0.29
H -0.69 -0.49 0.46
H 3.85 0.41 -0.05
H -0.78 1.13 -2.12
H -2.59 -0.67 -2.84
H -3.12 0.87 -1.98
H -3.01 -0.71 -0.94
H 3.52 0.03 2.54
H 2.23 -1.28 2.56
H 1.91 0.31 2.14

Calculated values
* 2S+1: 1
* net charge: 0
* frontier orbital gap (spin up / spin down): 7.96 / 8.12 eV
* HOMO (spin up / spin down): -8.401 / -7.935 eV

=====

Model b:
The following is a quantum chemistry calculation of a single C4H9P molecule, from the OMol25 dataset.

Atoms and positions in Å:
C 1.54 -0.63 0.94
C 0.68 -0.27 -0.20
P 0.47 1.57 -0.72
C -0.69 0.30 0.04
C -1.78 0.01 -0.92
H 1.20 -0.33 1.95
H 2.63 -0.28 0.69
H 1.79 -1.71 1.00
H 0.96 -0.97 -1.02
H 0.59 2.05 0.59
H -0.99 0.35 1.08
H -1.44 0.08 -1.95
H -2.59 0.69 -0.90
H -2.36 -0.87 -0.58

Calculated values
* 2S+1: 1
* structure (SMILES): C[C@@H]1P[C@H]1C
* net charge: 0
* frontier orbital gap: 10.02 eV
* HOMO: -8.818 eV

=====

Relative energy table, unit kcal/mol: model a 91.9; model b 0.0

=====

Model a:
The following is a quantum chemistry calculation of 10 unconnected molecules or ions with the total composition C24H74N6O10, from the OMol25 dataset.

Atoms and positions in Å:
C 6.59 -4.34 -6.35
O 5.29 -3.82 -6.32
C 4.71 -3.94 -5.04
C 3.24 -3.60 -5.13
C 2.46 -3.85 -3.84
N 2.63 -4.46 -6.17
H 6.64 -5.44 -6.30
H 7.21 -4.03 -5.50
H 7.04 -4.03 -7.29
H 4.84 -4.96 -4.66
H 5.23 -3.29 -4.32
H 3.13 -2.55 -5.41
H 1.46 -3.45 -4.02
H 2.97 -3.38 -3.00
H 2.32 -4.93 -3.73
H 1.68 -4.14 -6.32
H 3.06 -4.17 -7.06
C -1.27 -4.24 3.30
O -0.95 -5.31 4.15
C -2.02 -5.76 4.98
C -2.13 -7.27 4.91
C -3.35 -7.73 5.69
N -0.91 -7.91 5.38
H -1.15 -3.25 3.75
H -2.29 -4.33 2.90
H -0.57 -4.28 2.46
H -1.80 -5.45 6.01
H -2.97 -5.31 4.67
H -2.31 -7.54 3.85
H -3.60 -8.79 5.66
H -4.26 -7.25 5.31
H -3.28 -7.43 6.74
H -0.12 -7.38 5.01
H -0.78 -8.79 4.88
C 5.08 6.49 -0.25
O 3.74 6.13 -0.04
C 3.58 4.75 0.12
C 2.16 4.46 0.57
C 1.98 4.95 2.02
N 1.81 3.06 0.39
H 5.74 6.02 0.49
H 5.18 7.57 -0.24
H 5.41 6.14 -1.24
H 3.82 4.16 -0.78
H 4.28 4.38 0.88
H 1.44 5.05 0.00
H 2.42 4.27 2.76
H 0.93 5.05 2.31
H 2.48 5.91 2.20
H 2.18 2.43 1.09
H 0.81 2.91 0.38
C 1.25 2.93 -3.05
O 0.93 3.64 -4.23
C 1.74 4.76 -4.49
C 0.94 6.06 -4.49
C 0.10 6.22 -3.24
N 0.08 6.05 -5.68
H 0.29 2.71 -2.56
H 1.76 3.53 -2.29
H 1.73 1.97 -3.27
H 2.56 4.88 -3.76
H 2.26 4.66 -5.45
H 1.65 6.91 -4.50
H -0.57 5.40 -2.99
H -0.48 7.15 -3.23
H 0.79 6.28 -2.39
H -0.66 6.74 -5.66
H 0.59 6.28 -6.53
C -4.33 2.10 4.00
O -5.11 1.29 4.86
C -6.47 1.58 4.84
C -7.33 0.86 5.86
C -8.80 1.24 5.64
N -6.86 1.17 7.22
H -3.50 2.60 4.52
H -4.93 2.86 3.50
H -3.92 1.40 3.27
H -6.67 2.67 4.92
H -6.90 1.35 3.85
H -7.24 -0.22 5.71
H -9.38 0.69 6.38
H -9.17 1.02 4.63
H -9.01 2.29 5.83
H -6.71 2.17 7.22
H -7.53 0.89 7.92
C -0.56 0.54 2.25
O 0.08 0.19 1.05
C -0.08 -1.17 0.71
C 0.72 -1.41 -0.58
C -0.01 -0.69 -1.72
N 0.77 -2.87 -0.86
H -0.42 1.59 2.50
H -0.19 -0.03 3.11
H -1.63 0.32 2.14
H 0.20 -1.88 1.49
H -1.13 -1.32 0.44
H 1.71 -0.95 -0.51
H -1.08 -0.82 -1.91
H 0.40 -0.99 -2.69
H 0.11 0.40 -1.71
H 1.77 -3.04 -0.90
H 0.53 -2.91 -1.85
O 0.31 3.12 4.33
H -0.18 2.78 5.09
H 0.57 4.01 4.57
O 3.21 -0.48 -3.04
H 3.42 -1.27 -2.54
H 3.47 0.25 -2.47
O 0.56 -1.24 -5.84
H 1.25 -0.73 -5.40
H -0.26 -0.80 -5.61
O -1.43 -3.41 -3.70
H -1.10 -2.71 -4.27
H -1.87 -4.03 -4.29

Calculated values
* 2S+1: 1
* structure (SMILES): COC[C@H](C)N.COC[C@H](C)N.COC[C@H](C)N.COC[C@H](C)N.COC[C@H](C)N.COC[C@H](C)N.O.O.O.O
* net charge: 0
* frontier orbital gap: 9.38 eV
* HOMO: -9.002 eV

=====

Model b:
The following is a quantum chemistry calculation of 10 unconnected molecules or ions with the total composition C24H74N6O10, from the OMol25 dataset.

Atoms and positions in Å:
C -6.06 4.27 -2.48
O -7.09 4.71 -3.28
C -8.34 4.53 -2.64
C -9.49 5.12 -3.54
C -9.47 6.63 -3.67
N -10.79 4.80 -2.95
H -5.16 4.40 -3.09
H -6.26 3.26 -2.15
H -5.95 4.87 -1.57
H -8.39 3.49 -2.32
H -8.29 5.04 -1.67
H -9.40 4.59 -4.49
H -9.59 7.14 -2.72
H -10.29 6.95 -4.32
H -8.52 6.97 -4.09
H -11.46 5.23 -3.57
H -10.93 5.36 -2.13
C 7.39 -4.75 -2.10
O 6.63 -3.68 -2.54
C 6.26 -3.71 -3.97
C 5.93 -2.25 -4.52
C 4.68 -1.65 -3.86
N 5.74 -2.36 -5.92
H 8.11 -5.10 -2.84
H 6.84 -5.64 -1.77
H 7.94 -4.56 -1.18
H 7.10 -4.00 -4.59
H 5.43 -4.41 -4.09
H 6.84 -1.71 -4.25
H 4.57 -0.57 -3.85
H 4.56 -2.00 -2.84
H 3.79 -1.98 -4.41
H 5.39 -1.51 -6.34
H 6.55 -2.56 -6.49
C -1.48 2.17 3.47
O -1.70 1.37 2.34
C -0.95 0.17 2.41
C 0.58 0.32 2.25
C 0.86 1.38 1.20
N 1.30 -0.94 2.00
H -1.65 1.59 4.38
H -2.25 2.94 3.54
H -0.52 2.68 3.39
H -1.07 -0.45 3.30
H -1.38 -0.37 1.56
H 1.00 0.70 3.18
H 0.61 1.11 0.17
H 1.95 1.48 1.24
H 0.49 2.38 1.43
H 2.27 -0.65 2.00
H 1.21 -1.57 2.78
C 4.31 -5.27 5.00
O 3.44 -4.52 5.85
C 4.03 -3.52 6.73
C 2.88 -2.75 7.39
C 3.32 -1.47 8.16
N 2.28 -3.68 8.36
H 3.70 -6.03 4.51
H 5.06 -5.76 5.62
H 4.77 -4.72 4.18
H 4.77 -3.77 7.50
H 4.59 -2.80 6.13
H 2.09 -2.44 6.71
H 2.46 -1.00 8.64
H 3.83 -0.79 7.49
H 3.97 -1.78 8.98
H 2.07 -4.55 7.90
H 1.44 -3.21 8.68
C 6.28 5.35 -0.18
O 5.49 6.31 0.35
C 4.87 7.05 -0.73
C 3.95 8.16 -0.19
C 2.63 7.66 0.39
N 3.55 9.23 -1.12
H 6.62 4.70 0.63
H 7.15 5.69 -0.75
H 5.70 4.64 -0.78
H 5.58 7.63 -1.31
H 4.19 6.45 -1.35
H 4.57 8.64 0.56
H 2.82 6.98 1.22
H 2.13 6.99 -0.30
H 1.98 8.48 0.71
H 4.04 9.08 -1.99
H 2.59 9.07 -1.37
C -6.13 -8.23 -5.94
O -6.07 -6.93 -5.31
C -4.77 -6.45 -5.36
C -4.72 -5.03 -4.76
C -5.58 -3.99 -5.53
N -3.45 -4.39 -4.59
H -7.10 -8.65 -5.70
H -5.40 -8.86 -5.43
H -6.02 -8.30 -7.03
H -4.17 -7.06 -4.68
H -4.37 -6.40 -6.37
H -5.15 -5.25 -3.78
H -6.60 -4.18 -5.18
H -5.41 -3.96 -6.60
H -5.44 -2.98 -5.15
H -2.70 -4.98 -4.26
H -3.60 -3.67 -3.89
O 7.12 -1.74 1.77
H 7.17 -2.28 0.98
H 7.98 -1.80 2.16
O 1.53 -5.42 -1.22
H 0.87 -5.86 -0.68
H 1.62 -4.55 -0.82
O -6.93 3.39 6.78
H -6.58 3.39 5.89
H -7.22 4.29 6.93
O -2.83 -1.27 10.54
H -3.26 -0.57 10.06
H -3.49 -1.57 11.17

Calculated values
* 2S+1: 1
* structure (SMILES): COC[C@H](C)N.COC[C@H](C)N.COC[C@H](C)N.COC[C@H](C)N.COC[C@H](C)N.COC[C@H](C)N.O.O.O.O
* net charge: 0
* frontier orbital gap: 9.33 eV
* HOMO: -9.047 eV

=====

Relative energy table, unit kcal/mol: model a 0.0; model b 50.5

=====

Model a:
The following is a quantum chemistry calculation of a single C2H6ClFSi molecule, from the OMol25 dataset.

Atoms and positions in Å:
C -0.15 1.37 0.20
C -0.38 0.10 -0.69
F 0.43 0.16 -1.83
Si 0.19 -1.43 0.32
Cl 2.23 -1.05 0.81
H -1.12 1.89 0.27
H 0.20 1.12 1.21
H 0.61 1.98 -0.31
H -1.42 0.01 -1.03
H 0.06 -2.68 -0.46
H -0.65 -1.47 1.52

Calculated values
* 2S+1: 1
* structure (SMILES): C[C@@H](F)[SiH2]Cl
* net charge: 0
* frontier orbital gap: 11.34 eV
* HOMO: -10.490 eV

=====

Model b:
The following is a quantum chemistry calculation of a single C2H6ClFSi molecule, from the OMol25 dataset.

Atoms and positions in Å:
C 0.14 1.62 0.25
Si 1.17 -0.19 0.36
C 0.20 -1.65 -0.29
F 1.29 -0.35 2.00
Cl 2.93 0.30 -0.46
H 0.06 2.24 -0.70
H -0.93 1.27 0.20
H 0.31 2.21 1.14
H 0.32 -1.99 -1.33
H 0.24 -2.43 0.53
H -0.84 -1.28 -0.10

Calculated values
* 2S+1: 1
* structure (SMILES): C[Si](C)(F)Cl
* net charge: 0
* frontier orbital gap: 11.03 eV
* HOMO: -10.318 eV

=====

Relative energy table, unit kcal/mol: model a 53.6; model b 0.0

=====

Model a:
The following is a quantum chemistry calculation of a single C3H3NO2S molecule, from the OMol25 dataset.

Atoms and positions in Å:
C 0.61 0.25 -0.04
C -0.82 0.82 -0.52
C -0.37 -1.91 0.10
N 0.48 -1.05 0.21
O 2.62 0.17 1.40
O -1.69 0.09 -1.03
S 1.80 1.17 0.73
H -0.98 1.31 0.43
H -0.39 1.62 -1.15
H -1.25 -2.47 -0.12

Calculated values
* 2S+1: 1
* net charge: 0
* frontier orbital gap (spin up / spin down): 6.47 / 6.46 eV
* HOMO (spin up / spin down): -8.298 / -8.294 eV

=====

Model b:
The following is a quantum chemistry calculation of a single C3H3NO2S molecule, from the OMol25 dataset.

Atoms and positions in Å:
C -1.62 1.24 -2.11
C -0.67 0.18 0.32
C 0.33 0.58 -0.83
N -0.41 1.18 -1.89
O 2.19 1.99 -2.10
O -1.91 0.55 0.07
S 1.03 2.20 -1.29
H -0.56 -0.91 0.43
H -0.29 0.65 1.25
H 0.99 -0.23 -1.16

Calculated values
* 2S+1: 1
* net charge: 0
* frontier orbital gap: 6.47 eV
* HOMO: -8.705 eV

=====

Relative energy table, unit kcal/mol: model a 0.0; model b 8.0

=====

Model a:
The following is a quantum chemistry calculation of a single C3H3NO2S molecule, from the OMol25 dataset.

Atoms and positions in Å:
O -0.52 1.88 -0.16
C 0.50 1.23 0.13
C 0.49 -0.19 -0.11
C 1.87 -0.84 -0.03
O 2.92 -0.18 0.05
N -0.56 -0.96 -0.15
S -2.13 -0.52 0.10
H 1.52 1.56 0.70
H 2.01 -2.02 -0.07
H -1.96 0.79 -0.26

Calculated values
* 2S+1: 1
* structure (SMILES): O=CC(C=O)=NS
* net charge: 0
* frontier orbital gap: 8.26 eV
* HOMO: -9.713 eV

=====

Model b:
The following is a quantum chemistry calculation of a single C3H3NO2S molecule, from the OMol25 dataset.

Atoms and positions in Å:
C 0.74 -0.93 0.19
C -0.11 -0.65 -0.96
C 0.53 -0.42 1.38
N -0.28 1.72 0.16
O 0.36 -0.12 2.48
O -1.48 -0.49 -0.81
S -0.75 1.05 -1.12
H 1.66 -1.45 0.03
H 0.18 -1.16 -1.88
H -0.85 2.47 0.53

Calculated values
* 2S+1: 1
* net charge: 0
* frontier orbital gap: 9.59 eV
* HOMO: -9.008 eV

=====

Relative energy table, unit kcal/mol: model a 0.0; model b 16.1

=====

Model a:
The following is a quantum chemistry calculation of a single C3H4N4 molecule, from the OMol25 dataset.

Atoms and positions in Å:
C -1.03 1.12 0.20
N -1.64 -0.02 0.25
C -1.00 -1.12 -0.26
N 0.21 -1.49 -0.15
N 1.09 -0.59 0.51
C 1.19 0.65 -0.14
N 0.21 1.46 -0.34
H -1.53 1.96 0.64
H -1.68 -1.85 -0.74
H 2.01 -1.09 0.55
H 2.17 0.97 -0.52

Calculated values
* 2S+1: 1
* structure (SMILES): C1=NC=NNC=N1
* net charge: 0
* frontier orbital gap: 9.28 eV
* HOMO: -9.224 eV

=====

Model b:
The following is a quantum chemistry calculation of a single C3H4N4 molecule, from the OMol25 dataset.

Atoms and positions in Å:
N 1.92 -0.28 -0.88
C 0.66 -0.22 -0.38
C 0.42 0.80 0.58
N -0.86 0.86 0.96
C -1.85 -0.01 0.45
N -1.52 -0.94 -0.38
N -0.24 -1.08 -0.81
H 2.65 0.21 -0.38
H 2.17 -1.10 -1.40
H -0.47 1.67 1.49
H -2.89 0.07 0.75

Calculated values
* 2S+1: 1
* net charge: 0
* frontier orbital gap: 8.76 eV
* HOMO: -8.484 eV

=====

Model c:
The following is a quantum chemistry calculation of 2 unconnected molecules or ions with the total composition C3H4N4, from the OMol25 dataset.

Atoms and positions in Å:
C 1.31 -1.42 -0.48
C 0.63 0.60 0.02
C -2.08 1.62 0.92
N 1.56 -0.27 0.31
N 0.16 -1.31 -1.04
N -2.76 1.63 0.01
N -0.22 -0.09 -0.86
H 1.69 -2.47 -0.29
H -1.58 1.66 1.83
H 2.33 -0.15 0.92
H -1.04 0.19 -1.35

Calculated values
* 2S+1: 1
* net charge: 0
* frontier orbital gap: 9.87 eV
* HOMO: -8.990 eV

=====

Relative energy table, unit kcal/mol: model a 0.0; model b 44.3; model c 17.9

=====

Model a:
The following is a quantum chemistry calculation of a single C3H4N4 molecule, from the OMol25 dataset.

Atoms and positions in Å:
C -1.16 -1.97 1.46
N -1.35 -1.42 0.14
N -0.87 -0.54 -0.51
N -0.34 0.54 -0.41
C 0.30 1.36 -1.15
C 1.32 1.99 -1.54
N 2.31 3.46 -1.46
H -0.11 -1.79 2.00
H -1.93 -1.64 2.15
H -1.26 -3.03 1.23
H 3.09 3.04 -1.90

Calculated values
* 2S+1: 1
* structure (SMILES): C/N=N\N=C=C=N
* net charge: 0
* frontier orbital gap (spin up / spin down): 6.94 / 7.82 eV
* HOMO (spin up / spin down): -8.258 / -8.835 eV

=====

Model b:
The following is a quantum chemistry calculation of 2 unconnected molecules or ions with the total composition C3H4N4, from the OMol25 dataset.

Atoms and positions in Å:
N 0.12 1.17 -1.88
C -0.35 0.83 -0.68
C -0.40 -0.60 -0.53
N -0.76 -1.08 0.63
C -1.22 -1.47 1.66
N 1.17 0.49 2.55
N 1.59 1.04 1.69
H 0.42 0.51 -2.60
H 0.22 2.14 -2.12
H -0.13 -1.36 -1.28
H -0.65 -1.67 2.57

Calculated values
* 2S+1: 1
* net charge: 0
* frontier orbital gap: 8.62 eV
* HOMO: -8.261 eV

=====

Relative energy table, unit kcal/mol: model a 158.7; model b 0.0

=====

Model a:
The following is a quantum chemistry calculation of a molecular structure, C3H4N4, from the OMol25 dataset.

Atoms and positions in Å:
C -0.31 -1.18 0.47
C -0.10 0.37 -1.20
C 0.60 0.93 0.88
H -0.39 -3.09 0.16
H -0.40 0.81 -2.21
H 0.32 2.46 -0.53
H 0.56 1.94 1.51
N -0.54 -2.34 0.95
N -0.56 -0.82 -1.03
N 0.74 1.20 -0.39
N 0.09 -0.28 1.40

Calculated values
* 2S+1: 1
* net charge: 0
* frontier orbital gap: 8.11 eV
* HOMO: -8.810 eV

=====

Model b:
The following is a quantum chemistry calculation of a molecular structure, C3H4N4, from the OMol25 dataset.

Atoms and positions in Å:
C -0.34 0.32 0.00
C 0.89 1.18 -0.04
C 0.18 -0.92 -0.20
H -1.64 -1.03 0.89
H 1.17 2.33 0.08
H 2.10 -1.61 0.26
H -0.36 -1.78 -0.38
N -2.49 -0.36 0.19
N -1.75 0.68 -0.22
N 1.94 0.34 0.22
N 1.49 -0.86 -0.11

Calculated values
* 2S+1: 1
* net charge: 0
* frontier orbital gap: 9.69 eV
* HOMO: -9.887 eV

=====

Model c:
The following is a quantum chemistry calculation of a single C3H4N4 molecule, from the OMol25 dataset.

Atoms and positions in Å:
H -0.48 1.43 -0.02
N 0.62 1.54 -0.19
C 1.01 0.35 -0.21
C 2.52 0.03 -0.12
N 3.52 -0.55 0.11
N 0.12 -0.72 -0.10
N -1.24 -0.43 -0.79
C -2.06 -0.20 0.43
H 0.59 -1.27 -0.77
H -1.48 -0.20 1.62
H -3.12 0.02 0.04

Calculated values
* 2S+1: 1
* structure (SMILES): [H]/N=C(/C#N)NN=C
* net charge: 0
* frontier orbital gap: 9.72 eV
* HOMO: -10.492 eV

=====

Model d:
The following is a quantum chemistry calculation of a single C3H4N4 molecule, from the OMol25 dataset.

Atoms and positions in Å:
C -0.40 1.58 0.30
N -1.36 0.82 0.69
C -1.29 -0.53 0.42
N -0.40 -1.43 0.33
N 0.93 -1.00 0.57
C 0.98 0.00 -0.75
N 0.57 1.17 -0.54
H -0.05 2.54 0.61
H -2.31 -0.79 -0.06
H 1.59 -1.81 -0.01
H 1.73 -0.55 -1.55

Calculated values
* 2S+1: 1
* structure (SMILES): C1=NC=NNC=N1
* net charge: 0
* frontier orbital gap: 9.21 eV
* HOMO: -9.381 eV

=====

Relative energy table, unit kcal/mol: model a 0.0; model b 11.7; model c 33.8; model d 15.9

=====

Model a:
The following is a quantum chemistry calculation of 2 unconnected molecules or ions with the total composition C5H14NS, from the OMol25 dataset.

Atoms and positions in Å:
C 1.09 1.57 -0.71
C 1.17 0.39 1.53
C 1.13 -2.16 -0.12
C -2.17 1.00 -0.33
C 1.10 0.31 0.06
N 1.07 -0.80 -0.60
S -2.87 -0.45 0.23
H 0.99 2.44 -0.06
H 0.27 1.58 -1.43
H 2.02 1.68 -1.27
H 0.97 -0.55 2.04
H 0.47 1.14 1.89
H 2.16 0.74 1.82
H 1.15 -2.20 0.97
H 0.27 -2.72 -0.48
H 2.03 -2.64 -0.50
H -2.07 1.69 0.50
H -2.66 1.44 -1.19
H 1.01 -0.73 -1.61
H -4.28 -0.56 0.21
H -2.85 -1.15 -0.94

Calculated values
* 2S+1: 1
* net charge: +1
* frontier orbital gap: 7.63 eV
* HOMO: -11.306 eV

=====

Model b:
The following is a quantum chemistry calculation of 2 unconnected molecules or ions with the total composition C5H14NS, from the OMol25 dataset.

Atoms and positions in Å:
C 1.10 -0.27 -1.48
C 2.43 -0.01 0.73
C -2.68 -0.10 -0.39
C 1.14 -0.48 0.03
C 0.32 0.55 0.65
N -1.85 -0.70 0.67
S -0.30 1.88 -0.16
H 1.50 0.67 -1.61
H 1.91 -0.97 -1.89
H 0.07 -0.52 -2.01
H 2.18 0.09 1.84
H 2.79 0.96 0.15
H 3.28 -0.80 0.54
H -2.82 -0.76 -1.27
H -3.68 -0.14 -0.10
H -2.43 0.91 -0.53
H 0.99 -1.47 0.19
H 0.14 0.72 1.76
H -2.25 -0.75 1.57
H -1.30 -1.53 0.44
H -0.54 2.74 0.88

Calculated values
* 2S+1: 1
* net charge: +1
* frontier orbital gap: 8.98 eV
* HOMO: -13.862 eV

=====

Relative energy table, unit kcal/mol: model a 0.0; model b 11.8